# C17H13IrN4O3S

A structure of composition C17H13IrN4O3S (wB97M-V/def2-TZVPD, the Open Molecules 2025 dataset).

Output
Kohn-Sham gap (alpha / beta): 7.50 / 5.01 eV
LUMO energy (alpha / beta): -0.484 / -3.016 eV
molecular weight: 545.60 g/mol
⟨S²⟩: 6.09
HOMO level (alpha / beta): -0.2933 / -0.2951 hartree

The geometry in ORCA input format:
```
! RIJCOSX wB97M-V def2-TZVPD def2/J DEFGRID3
* xyz 0 5
Ir 1.04 -1.11 0.28
C -1.16 -4.77 1.24
O -2.51 -4.45 0.98
C -2.86 -3.28 0.41
C -4.15 -3.23 -0.10
C -4.64 -2.09 -0.72
C -3.85 -0.97 -0.83
C -2.54 -0.96 -0.33
C -1.81 0.25 -0.45
N -0.57 0.49 -0.13
N -0.11 1.72 -0.25
C 1.21 1.88 -0.22
O 2.01 0.90 -0.19
C 1.71 3.26 -0.23
C 0.83 4.34 -0.28
C 1.32 5.63 -0.26
C 2.69 5.85 -0.19
C 3.57 4.77 -0.14
C 3.08 3.48 -0.15
C -2.00 -2.13 0.31
O -0.82 -2.16 0.80
H -1.17 -5.81 1.54
H -0.74 -4.15 2.04
H -0.55 -4.65 0.34
H -4.76 -4.12 0.01
H -5.64 -2.08 -1.11
H -4.22 -0.08 -1.30
H -2.37 1.09 -0.87
H -0.23 4.15 -0.34
H 0.64 6.47 -0.29
H 3.08 6.86 -0.17
H 4.63 4.94 -0.07
H 3.74 2.63 -0.11
N 1.82 -3.68 -1.18
C 1.54 -2.55 -1.07
H 2.12 -4.62 -1.23
S 2.75 -1.35 2.00
C 4.00 -0.50 1.32
N 4.93 0.04 0.91
*
```